{
  "formula": "C50H142N21O11P7S2",
  "method": "wB97M-V/def2-TZVPD",
  "elements": ["O", "P", "N", "C", "C", "N", "C", "C", "N", "C", "C", "H", "H", "H", "H", "H", "H", "H", "H", "H", "H", "H", "H", "H", "H", "H", "H", "H", "H", "O", "P", "N", "C", "C", "N", "C", "C", "N", "C", "C", "H", "H", "H", "H", "H", "H", "H", "H", "H", "H", "H", "H", "H", "H", "H", "H", "H", "H", "O", "P", "N", "C", "C", "N", "C", "C", "N", "C", "C", "H", "H", "H", "H", "H", "H", "H", "H", "H", "H", "H", "H", "H", "H", "H", "H", "H", "H", "O", "P", "N", "C", "C", "N", "C", "C", "N", "C", "C", "H", "H", "H", "H", "H", "H", "H", "H", "H", "H", "H", "H", "H", "H", "H", "H", "H", "H", "O", "P", "N", "C", "C", "N", "C", "C", "N", "C", "C", "H", "H", "H", "H", "H", "H", "H", "H", "H", "H", "H", "H", "H", "H", "H", "H", "H", "H", "O", "P", "N", "C", "C", "N", "C", "C", "N", "C", "C", "H", "H", "H", "H", "H", "H", "H", "H", "H", "H", "H", "H", "H", "H", "H", "H", "H", "H", "O", "P", "N", "C", "C", "N", "C", "C", "N", "C", "C", "H", "H", "H", "H", "H", "H", "H", "H", "H", "H", "H", "H", "H", "H", "H", "H", "H", "H", "C", "C", "C", "S", "O", "O", "C", "H", "H", "H", "H", "H", "H", "H", "H", "C", "C", "C", "S", "O", "O", "C", "H", "H", "H", "H", "H", "H", "H", "H"],
  "coordinates": [[-0.872903, 2.196864, 4.853154], [-2.218133, 2.473794, 5.452194], [-3.147733, 1.016514, 5.547434], [-3.884733, 0.538654, 4.366084], [-2.668323, -0.031666, 6.460194], [-3.188083, 3.629744, 4.610174], [-2.633563, 4.110004, 3.451114], [-4.637713, 3.710754, 4.789964], [-2.186313, 3.064734, 7.124494], [-3.290773, 3.054534, 8.023014], [-1.161603, 4.022854, 7.540284], [-3.216993, -0.129686, 3.822454], [-4.239063, 1.331904, 3.707814], [-4.800363, 0.005634, 4.622224], [-2.061323, 0.358704, 7.277054], [-1.951703, -0.562546, 5.833514], [-3.540343, -0.532446, 6.880784], [-2.050163, 5.002944, 3.675624], [-1.941593, 3.350214, 3.087804], [-3.345363, 4.220174, 2.633004], [-5.157063, 3.224104, 3.964414], [-4.881983, 3.268474, 5.755794], [-4.904603, 4.764194, 4.874534], [-3.948113, 3.922294, 7.968204], [-3.906803, 2.226534, 7.672254], [-3.143643, 2.873204, 9.087704], [-0.225223, 3.489284, 7.703394], [-1.485933, 4.512564, 8.458484], [-1.021473, 4.791404, 6.780164], [-4.435943, 2.096334, -3.127466], [-5.590273, 1.436714, -2.483866], [-6.106403, -0.117146, -3.170176], [-4.992603, -1.052986, -2.976806], [-6.746573, -0.139726, -4.475336], [-6.977623, 2.337304, -2.340956], [-8.261143, 1.823804, -1.851796], [-7.095093, 3.642724, -3.104986], [-5.227513, 1.175554, -0.908976], [-4.379773, 2.193474, -0.166866], [-5.970423, 0.298334, 0.026194], [-4.170713, -0.851116, -3.663706], [-5.379863, -2.065276, -3.092636], [-4.621113, -1.074396, -1.952286], [-6.280303, 0.552914, -5.175996], [-7.818653, 0.049454, -4.420986], [-6.686153, -1.176416, -4.806566], [-8.741153, 1.153414, -2.564726], [-8.157723, 1.348024, -0.876576], [-9.038413, 2.574424, -1.708556], [-7.850073, 4.318654, -2.703466], [-6.118763, 4.127094, -3.121276], [-7.336093, 3.419604, -4.144336], [-3.595473, 2.435634, -0.884036], [-4.922483, 3.086614, 0.142754], [-3.852153, 1.706454, 0.653214], [-6.694303, -0.408116, -0.380046], [-6.542503, 0.883194, 0.746444], [-5.203533, -0.306576, 0.509974], [1.539367, 5.440254, -4.815036], [1.033257, 4.032624, -4.971016], [-0.349443, 3.654964, -4.055826], [-0.791953, 2.300724, -3.713306], [-1.201403, 4.777574, -3.533956], [2.193017, 2.760734, -4.663266], [3.197897, 2.891334, -3.495616], [2.620487, 1.817824, -5.661056], [0.419727, 3.815214, -6.505446], [1.272707, 4.207704, -7.674896], [-0.554123, 2.823954, -6.928586], [-0.061343, 1.639304, -4.178956], [-1.779703, 1.954464, -4.017556], [-0.834203, 2.290964, -2.624176], [-0.587543, 5.552894, -3.075526], [-1.888273, 4.317284, -2.823716], [-1.750743, 5.321154, -4.302636], [3.658197, 1.939544, -3.230446], [4.025607, 3.577014, -3.676836], [2.745407, 3.246424, -2.569726], [3.182037, 2.414514, -6.379886], [3.256617, 1.041144, -5.236566], [1.778287, 1.242474, -6.045456], [1.946647, 3.430614, -8.035486], [0.615267, 4.490484, -8.497046], [1.904527, 5.052864, -7.401756], [-0.948473, 2.836264, -7.944676], [-1.330733, 2.926864, -6.170706], [-0.051183, 1.862644, -6.823546], [5.352797, -2.634156, -1.294486], [5.342517, -1.931206, -0.007006], [4.552777, -0.363196, -0.097296], [3.921757, 0.182674, -1.340996], [4.593437, 0.587284, 1.005464], [6.859687, -1.639486, 0.665554], [7.875807, -1.308696, -0.356706], [7.157887, -1.254986, 2.010324], [4.473947, -2.806756, 1.198694], [4.963137, -4.106086, 1.727904], [3.029087, -2.611016, 1.468234], [3.150887, -0.488336, -1.719936], [4.745997, 0.224274, -2.053046], [3.534107, 1.180824, -1.137206], [5.493437, 1.202174, 1.007414], [4.424377, 0.017974, 1.919474], [3.774037, 1.289214, 0.850674], [8.828807, -1.160306, 0.151094], [8.061077, -2.101096, -1.081886], [7.513727, -0.376546, -0.790416], [7.284797, -0.178696, 2.126894], [6.382407, -1.544366, 2.719544], [8.071517, -1.724766, 2.374584], [4.523407, -4.946346, 1.190584], [6.048947, -4.198186, 1.702664], [4.635817, -4.138916, 2.767074], [2.492157, -3.310996, 0.828044], [2.655907, -1.613156, 1.237754], [2.826377, -2.866046, 2.508404], [2.200537, -1.237756, -4.561886], [1.631427, -2.567076, -4.711746], [1.918917, -3.228206, -6.298256], [1.748357, -4.584406, -6.634846], [2.433657, -2.484746, -7.364756], [-0.051693, -2.542106, -4.388586], [-0.751373, -1.342416, -4.678786], [-0.855463, -3.729986, -4.452876], [2.310347, -3.709466, -3.574816], [3.726077, -4.072706, -3.777956], [1.863027, -3.744166, -2.226726], [1.152257, -5.006276, -5.825646], [2.707437, -5.102336, -6.630946], [1.171207, -4.778746, -7.538856], [2.235327, -1.447266, -7.095646], [1.935627, -2.662836, -8.317826], [3.519647, -2.510516, -7.454586], [-0.126213, -0.496836, -4.391956], [-0.844153, -1.319466, -5.764586], [-1.655333, -1.254066, -4.076166], [-1.889493, -3.386656, -4.421396], [-0.673743, -4.113486, -5.456866], [-0.586983, -4.432466, -3.663866], [3.831837, -4.380176, -4.818326], [4.390707, -3.210856, -3.718206], [4.099617, -4.898196, -3.172046], [0.886107, -3.293706, -2.051186], [2.601857, -3.236686, -1.606486], [1.704747, -4.778426, -1.921216], [2.961057, -4.274786, 4.649304], [1.700597, -4.942816, 4.274134], [0.347397, -3.850076, 4.368074], [-1.067983, -4.249396, 4.343084], [0.558887, -2.425366, 4.348484], [1.256837, -6.248926, 5.333144], [0.193007, -7.275586, 4.996774], [1.439757, -6.122566, 6.809764], [1.721417, -5.648916, 2.719104], [0.795277, -5.376836, 1.632884], [2.459417, -6.912306, 2.541484], [-1.558173, -3.305346, 4.580954], [-1.204163, -5.059386, 5.059644], [-1.296813, -4.613136, 3.341374], [0.021417, -1.860866, 3.586544], [1.601677, -2.109166, 4.321654], [0.194247, -2.002456, 5.284584], [0.559377, -8.302126, 4.987734], [-0.652323, -7.115186, 5.665934], [-0.202843, -7.140496, 3.990224], [1.228377, -7.089406, 7.266534], [2.415357, -5.717196, 7.078034], [0.671207, -5.362136, 6.948274], [0.468737, -4.351906, 1.456834], [1.043087, -5.650966, 0.607434], [-0.095603, -5.979386, 1.810004], [3.307877, -6.859606, 3.223704], [2.835437, -7.058126, 1.528834], [1.810987, -7.737796, 2.835084], [2.238947, 3.566604, 0.672724], [2.920737, 4.812104, 0.997304], [2.773087, 6.095614, -0.150006], [1.966867, 5.885914, -1.375676], [2.934447, 7.554644, 0.117604], [4.651777, 4.619164, 1.249404], [5.183087, 3.823614, 2.387154], [5.607237, 4.867214, 0.157604], [2.395687, 5.588804, 2.501164], [3.247857, 6.646174, 3.269454], [1.009927, 5.528544, 3.040454], [1.526367, 4.895524, -1.260796], [2.537167, 5.845984, -2.303716], [1.235707, 6.687564, -1.479846], [1.935007, 7.957714, 0.281164], [3.253437, 8.090314, -0.776486], [3.739067, 7.777814, 0.818234], [6.106047, 4.242654, 2.787964], [4.562467, 3.938444, 3.275834], [5.154627, 2.757254, 2.163184], [6.613557, 4.874544, 0.576384], [5.614327, 3.996354, -0.497876], [5.322397, 5.765694, -0.389856], [3.048737, 7.661434, 2.926394], [2.975237, 6.496694, 4.314174], [4.318207, 6.459044, 3.183174], [0.720317, 4.497724, 2.836414], [0.362057, 6.211464, 2.490924], [0.848247, 5.600684, 4.115974], [0.155597, 0.895894, 0.413964], [-0.094893, 0.077134, -0.881456], [-1.520163, -0.418136, -0.843816], [-1.787473, -0.996766, 0.888934], [-1.403443, -2.420296, 0.915704], [-3.073503, -0.514916, 1.401704], [-0.342973, -0.014446, 1.601034], [-0.537503, 1.729644, 0.301844], [1.159657, 1.316504, 0.469294], [0.507607, -0.831076, -0.897056], [0.133047, 0.713524, -1.736526], [-1.922793, -1.193156, -1.496006], [-2.170623, 0.429074, -1.061136], [0.390487, -0.788386, 1.827194], [-0.567193, 0.356364, 2.601204], [-3.601693, -5.577356, 1.485924], [-4.250483, -4.164136, 1.621774], [-4.991473, -3.823626, 0.328654], [-4.033843, -4.749286, -1.035926], [-3.312113, -3.844076, -1.882806], [-4.786203, -5.832336, -1.654266], [-2.819223, -5.531706, 0.118594], [-4.489843, -6.201766, 1.388924], [-3.042683, -6.079056, 2.275794], [-3.468223, -3.421526, 1.778914], [-4.892343, -4.009796, 2.489124], [-5.002603, -2.758896, 0.095574], [-6.030953, -4.147106, 0.274574], [-2.065353, -4.744526, 0.129584], [-2.415443, -6.419306, -0.368486]],
  "forces_ev_per_a": [[-1.14, 1.17, 0.68], [-1.34, -0.74, 1.46], [-0.39, 2.68, 0.74], [0.66, -0.07, 0.39], [0.32, 1.00, -0.98], [-0.50, -2.86, 3.09], [1.68, 0.38, -2.39], [1.00, 0.34, 0.74], [1.01, -0.57, -1.16], [-2.04, -1.18, -0.89], [0.20, -0.38, -0.76], [-0.28, -0.10, -0.40], [0.53, 0.16, 0.08], [0.07, -0.23, 0.43], [-0.25, 0.40, 0.00], [-0.25, -1.25, 0.39], [0.33, -0.61, -0.23], [-0.09, 0.45, -0.70], [0.42, 0.27, -0.35], [-0.22, 0.46, 0.10], [-0.26, 0.04, 0.05], [-0.24, -0.23, -0.24], [-0.27, 0.07, -0.28], [0.07, 0.53, -0.12], [-0.41, -0.13, 0.29], [0.93, -0.07, -0.03], [0.18, 0.29, 0.08], [0.09, -0.08, -0.05], [0.20, 0.17, -0.01], [-0.43, 0.24, -0.47], [-1.13, -1.11, -0.09], [1.18, 2.15, 2.49], [-0.58, -0.73, -0.22], [0.06, -0.28, 0.31], [-1.37, 2.51, -1.20], [0.09, -0.37, -0.10], [0.71, -1.42, -0.18], [0.39, -0.84, 2.10], [0.06, -1.38, -1.72], [0.59, 0.03, -0.22], [0.20, -0.20, -0.07], [0.14, -0.14, -0.48], [0.01, 0.53, -0.02], [0.02, -0.16, -0.31], [0.00, 0.37, 0.21], [0.22, 0.10, -0.40], [0.16, -0.50, 0.01], [0.07, -0.23, -0.20], [0.54, 0.65, -0.02], [0.07, -0.30, 0.31], [-0.09, 0.03, 0.15], [-0.24, 0.19, -0.17], [-0.07, 0.55, 0.08], [-0.17, -0.07, 0.03], [-0.44, -0.09, 0.21], [0.17, 0.24, -0.80], [0.18, 0.16, 0.28], [-0.21, 0.06, 0.52], [-0.45, -1.79, 0.33], [-0.10, -0.48, 0.43], [-0.04, 1.28, -0.07], [0.73, 0.66, 0.08], [0.90, -0.65, -0.42], [-0.17, 1.50, 2.72], [-1.06, 0.29, -0.72], [0.15, 0.21, -0.26], [1.54, 0.82, -2.75], [-0.11, 0.36, 0.94], [0.32, -0.73, 2.05], [0.06, -0.30, 0.65], [-0.29, 0.64, -0.57], [0.34, -0.64, 0.20], [0.12, -0.25, 0.31], [-0.06, 0.30, 0.05], [-0.25, -0.40, -0.28], [-0.39, -0.22, -0.53], [-0.04, 0.20, -0.52], [-0.49, 0.07, -0.17], [0.06, -0.76, -0.80], [0.07, 0.23, 0.20], [0.03, 0.28, -0.51], [-0.11, -0.41, 0.08], [0.01, 0.11, 0.05], [-0.16, 0.09, 0.02], [0.23, 0.91, 0.06], [-0.49, -0.57, -0.45], [-0.49, -0.60, -0.10], [0.46, 0.30, -0.64], [-2.09, 1.16, 2.14], [0.02, -1.32, -0.35], [1.38, -1.27, 0.62], [-0.36, -0.67, -0.53], [-0.46, -1.43, -1.18], [-0.28, 0.23, 0.93], [-0.10, 0.15, 0.79], [0.81, 1.28, -0.10], [-0.34, 1.00, -0.04], [0.83, -0.50, -0.62], [-0.09, 0.14, -0.12], [-0.41, 0.31, -0.59], [-0.03, -0.17, 0.00], [0.35, -0.23, 0.27], [0.30, 0.45, 0.41], [-0.17, 0.00, 0.35], [-0.05, 0.27, 0.05], [-0.54, 0.11, -0.07], [0.64, 0.09, -0.67], [0.07, 0.29, -0.08], [-0.22, -0.13, -0.27], [0.18, -0.13, -0.17], [-0.06, -0.12, -0.14], [-0.04, 0.23, -0.20], [0.05, -0.28, 0.08], [-0.42, -0.09, 0.03], [0.40, 0.11, -0.01], [0.05, 0.08, 0.01], [0.38, 1.54, -0.49], [-0.36, -2.69, 0.59], [-0.90, 0.35, 2.06], [-0.63, -1.55, 1.65], [0.54, 2.83, 0.00], [2.57, -0.53, 1.58], [0.94, 1.08, -0.25], [0.24, 0.24, -0.95], [-0.89, 0.52, -2.80], [-0.23, 0.55, -1.36], [-0.37, 0.05, 0.88], [0.17, -0.61, -0.05], [0.09, -0.35, -0.43], [0.21, 0.30, -0.30], [0.11, 0.38, -0.41], [0.02, -0.32, 0.01], [0.24, -0.49, -0.31], [0.03, 0.05, -0.11], [-1.06, 0.62, -0.20], [-0.29, -0.20, -0.45], [-0.07, -0.55, 0.39], [-0.49, -0.90, 0.00], [-0.29, -0.15, -0.14], [-0.04, -0.29, -0.11], [0.04, 0.04, 0.67], [-0.43, 0.20, 0.33], [0.03, 0.40, -0.38], [-0.02, -0.14, 0.46], [0.41, -0.25, 0.32], [-0.30, -0.25, 0.17], [-2.34, -0.59, 0.19], [2.00, -1.17, -0.61], [1.73, 0.02, -0.26], [0.21, 0.92, 0.73], [0.51, -0.96, -1.71], [0.88, 1.54, -0.41], [-0.72, 1.00, -1.88], [0.45, 0.43, -0.24], [-1.52, -0.03, 0.12], [-0.08, 0.71, 1.01], [-0.77, -0.56, 0.08], [-0.49, 0.27, 0.14], [-0.59, 0.15, -0.04], [-0.08, -0.45, -0.46], [0.07, -0.49, -0.20], [-0.15, 0.10, 0.33], [0.17, 0.01, 0.58], [-0.02, -0.40, 0.21], [0.13, 0.37, -0.13], [0.05, 0.27, 0.13], [-0.05, -0.21, -0.12], [-0.07, -0.05, 1.68], [0.14, 0.29, 0.87], [1.24, -0.45, 0.24], [-0.60, 0.01, -0.09], [0.10, -0.35, -0.06], [-0.18, 0.26, -0.03], [0.14, -0.38, -0.17], [-0.89, -0.62, -0.42], [2.19, 3.93, 2.19], [0.29, -0.52, -0.23], [0.60, -0.84, 0.57], [0.17, -1.14, -0.56], [-1.43, 0.89, 0.56], [-1.46, 0.63, -0.05], [-0.68, -0.96, 0.47], [1.80, 0.70, 0.90], [-0.93, -1.85, -1.12], [0.60, -1.45, -1.77], [-0.54, 0.18, -0.25], [0.31, 0.25, 0.04], [-0.28, -0.19, 0.12], [0.13, 0.31, 0.91], [0.16, -0.45, -0.48], [-0.60, -0.11, 0.49], [0.52, -0.32, -0.75], [-0.66, 0.06, -0.20], [0.72, 0.11, 0.09], [-0.01, 0.59, 0.05], [-0.03, 0.04, -0.55], [0.31, -0.09, 0.02], [-0.20, 0.00, 0.16], [0.01, 0.32, -0.01], [-0.10, -0.17, -0.27], [-0.60, 0.02, -0.21], [-0.25, 0.12, 0.22], [0.78, 0.49, 0.07], [-1.63, -0.77, 0.10], [0.77, -0.82, 0.48], [-1.31, 0.70, 0.49], [1.48, 0.84, -0.74], [-0.85, 1.22, 0.34], [0.93, -0.92, -0.22], [0.28, -0.67, -0.76], [0.08, 0.39, 0.37], [-0.04, -0.31, 0.36], [0.64, 0.18, -0.16], [-0.11, -0.38, -0.09], [0.75, -0.41, -0.04], [-0.39, 0.18, 0.52], [0.13, -0.17, -0.45], [-0.48, 0.78, -0.35], [-0.81, -0.17, -1.57], [1.14, 0.34, 0.50], [0.31, -0.61, -1.04], [0.25, -1.56, 1.40], [-0.04, 0.79, -0.39], [-0.17, 1.02, 0.51], [-1.24, 1.34, 0.27], [0.10, -0.61, -0.38], [0.23, 0.89, 0.28], [0.16, 0.01, -0.22], [-0.23, -0.54, -0.02], [0.37, -0.04, -0.09], [0.12, -0.40, 0.09], [0.30, -0.12, 0.38], [-0.38, -0.15, 0.31]],
  "lowdin_charge": [-0.30, 0.67, -0.32, -0.10, -0.10, -0.32, -0.17, -0.09, -0.31, -0.18, -0.11, 0.06, 0.06, 0.08, 0.08, 0.07, 0.09, 0.08, 0.06, 0.09, 0.07, 0.07, 0.09, 0.08, 0.06, 0.08, 0.08, 0.08, 0.07, -0.29, 0.52, -0.28, -0.14, -0.11, -0.28, -0.11, -0.08, -0.29, -0.07, -0.12, 0.08, 0.08, 0.05, 0.08, 0.07, 0.08, 0.07, 0.06, 0.08, 0.07, 0.07, 0.07, 0.06, 0.08, 0.05, 0.08, 0.08, 0.04, -0.31, 0.58, -0.29, -0.12, -0.07, -0.27, -0.06, -0.14, -0.29, -0.10, -0.11, 0.06, 0.07, 0.06, 0.05, 0.07, 0.08, 0.04, 0.08, 0.05, 0.08, 0.07, 0.06, 0.06, 0.08, 0.07, 0.09, 0.07, 0.06, -0.28, 0.58, -0.29, -0.08, -0.14, -0.32, -0.09, -0.14, -0.28, -0.09, -0.09, 0.07, 0.07, 0.06, 0.06, 0.08, 0.06, 0.08, 0.08, 0.08, 0.07, 0.08, 0.08, 0.07, 0.08, 0.06, 0.06, 0.06, 0.05, -0.27, 0.64, -0.32, -0.16, -0.14, -0.33, -0.13, -0.10, -0.28, -0.10, -0.15, 0.06, 0.08, 0.09, 0.07, 0.09, 0.09, 0.05, 0.09, 0.08, 0.08, 0.07, 0.08, 0.05, 0.07, 0.09, 0.07, 0.07, 0.08, -0.30, 0.60, -0.28, -0.07, -0.13, -0.30, -0.12, -0.09, -0.29, -0.14, -0.11, 0.08, 0.06, 0.05, 0.05, 0.08, 0.08, 0.08, 0.07, 0.06, 0.08, 0.08, 0.07, 0.06, 0.08, 0.06, 0.08, 0.08, 0.06, -0.29, 0.63, -0.30, -0.12, -0.11, -0.30, -0.11, -0.11, -0.28, -0.09, -0.13, 0.05, 0.07, 0.08, 0.08, 0.08, 0.07, 0.08, 0.07, 0.04, 0.07, 0.07, 0.07, 0.05, 0.07, 0.06, 0.06, 0.07, 0.07, -0.16, -0.22, -0.21, 0.74, -0.36, -0.37, -0.16, 0.11, 0.09, 0.10, 0.09, 0.09, 0.09, 0.06, 0.08, -0.18, -0.22, -0.17, 0.69, -0.35, -0.34, -0.20, 0.10, 0.10, 0.07, 0.12, 0.07, 0.10, 0.06, 0.10],
  "smiles": "CN(C)P(=O)(N(C)C)N(C)C.CN(C)P(=O)(N(C)C)N(C)C.CN(C)P(=O)(N(C)C)N(C)C.CN(C)P(=O)(N(C)C)N(C)C.CN(C)P(=O)(N(C)C)N(C)C.CN(C)P(=O)(N(C)C)N(C)C.CN(C)P(=O)(N(C)C)N(C)C.O=S1(=O)CCCC1.O=S1(=O)CCCC1",
  "de_lowest_kcal_mol": 73.5,
  "orbital_gap_ha": 0.309,
  "energy_ev": -194663.9785
}